Record 1
{"formula": "C6H8O2", "method": "ωB97M-V/def2-TZVPD", "elements": ["C", "C", "O", "O", "H", "H", "H", "H", "C", "C", "C", "C", "H", "H", "H", "H"], "positions_angstrom": [[1.63157, 1.84372, -0.46264], [-0.31420, -0.82266, -1.47860], [1.08501, 0.55089, -0.14999], [-0.77589, -0.20874, -2.37271], [0.28745, -1.73512, -1.47826], [0.83080, 2.46895, -0.85882], [2.09266, 2.38499, 0.36201], [2.42018, 1.72756, -1.20613], [-1.25153, -0.86024, 0.16074], [-1.48908, -2.16430, 0.47215], [0.22991, 0.41535, 0.98630], [0.43303, 0.99972, 2.09273], [-2.15598, -0.30810, -0.08626], [-2.43805, -2.66858, 0.34398], [-0.68097, -2.87530, 0.59188], [0.09509, 1.25187, 3.08364]], "forces_ev_per_angstrom": [[-0.4, 0.2, 0.1], [-2.0, -0.3, 2.1], [-1.0, -0.9, 0.6], [0.5, -0.1, 0.5], [0.6, 0.3, -0.2], [0.0, 0.1, -0.1], [-0.2, -0.4, 0.5], [-0.3, -0.4, -0.1], [0.5, -0.2, -2.6], [0.8, 0.0, -0.5], [2.7, 1.8, -0.9], [-1.5, -1.0, -0.2], [0.2, 0.5, 0.3], [-0.4, 0.5, 0.7], [0.3, 0.0, 0.0], [0.1, -0.1, -0.2]], "e_homo_ev": [-7.92, -8.42], "e_above_lowest_kcal_mol": 191.2, "homo_lumo_gap_ev": [7.081, 7.590], "e_tot_ev": -10438.435, "smiles": "C=CC=O.C#COC"}

***

Record 2
{"formula": "C18H38F4N4O10RbS4", "method": "ωB97M-V/def2-TZVPD", "elements": ["Rb", "N", "S", "O", "O", "F", "S", "O", "O", "F", "N", "S", "O", "O", "F", "S", "O", "O", "F", "C", "C", "C", "C", "C", "C", "N", "O", "C", "C", "C", "H", "H", "H", "H", "H", "H", "H", "H", "H", "H", "H", "H", "H", "H", "H", "H", "H", "H", "H", "C", "C", "C", "C", "C", "C", "N", "O", "C", "C", "C", "H", "H", "H", "H", "H", "H", "H", "H", "H", "H", "H", "H", "H", "H", "H", "H", "H", "H", "H"], "positions_angstrom": [[-1.73793, 0.19313, -0.01649], [-8.98277, 0.65695, -3.67236], [-8.07189, 1.32281, -4.72106], [-7.63855, 0.51816, -5.85355], [-7.31344, 2.47396, -4.33265], [-9.31808, 2.19578, -5.38906], [-7.73078, -0.29929, -3.29150], [-6.53597, 0.15538, -2.71273], [-7.74042, -1.64610, -3.92122], [-8.48612, -0.84550, -1.90873], [-1.81982, -7.05851, 2.20238], [-0.37517, -6.29605, 1.73344], [0.91135, -6.85790, 2.18757], [-0.46654, -4.93433, 1.28714], [-0.35261, -7.09437, 0.37510], [-1.74874, -6.64620, 3.60548], [-1.64930, -5.23400, 3.91604], [-1.02162, -7.52333, 4.45835], [-3.23919, -6.97766, 3.87789], [1.23262, 4.14324, 5.49486], [0.42613, 3.18274, 4.57911], [-0.52493, 2.28064, 5.48947], [-1.71673, 2.96472, 6.18040], [-2.56012, 3.63004, 5.16405], [-1.82194, 4.57708, 4.10020], [-0.55529, 3.87713, 3.68142], [0.11545, 4.55660, 2.65766], [-2.71028, 5.06664, 2.89257], [-1.58419, 5.83563, 4.96086], [1.41892, 2.26312, 3.80466], [1.78007, 4.78324, 4.80291], [1.96805, 3.58042, 6.06973], [0.76992, 4.95677, 6.05359], [-0.92706, 1.48210, 4.86599], [0.02180, 1.77264, 6.28390], [-1.35966, 3.62452, 6.97115], [-2.28791, 2.17689, 6.67149], [-3.28090, 4.34394, 5.56272], [-3.00796, 2.82737, 4.57817], [-2.86664, 4.31994, 2.11405], [-3.68171, 5.46133, 3.19028], [-2.22597, 5.86956, 2.33680], [-2.34977, 6.61045, 4.92064], [-1.37209, 5.76997, 6.02801], [-0.60675, 6.27301, 4.75736], [2.02531, 1.66699, 4.48658], [1.91728, 2.78634, 2.98859], [0.74328, 1.57806, 3.29251], [0.46705, 5.22559, 3.24965], [3.19391, -1.23432, -6.19713], [2.46859, -2.04974, -4.97202], [2.61873, -3.63639, -4.97156], [4.01265, -3.99552, -4.61508], [4.44806, -3.41607, -3.23868], [4.34896, -1.82395, -3.18399], [2.96540, -1.51459, -3.69441], [2.56227, -0.18263, -3.37234], [4.47171, -1.55456, -1.66130], [5.64905, -1.30370, -3.90332], [0.87468, -1.86195, -5.11342], [3.93569, -1.94396, -6.56354], [3.66773, -0.28896, -5.93280], [2.52978, -1.12135, -7.05403], [1.85792, -4.16700, -4.39909], [2.63785, -3.98752, -6.00328], [4.62363, -3.57675, -5.41472], [4.07040, -5.07990, -4.52082], [5.47705, -3.75398, -3.11585], [3.99893, -3.85440, -2.34747], [5.15959, -2.23715, -1.16230], [4.56829, -0.47634, -1.53395], [3.51387, -1.83971, -1.22619], [5.36884, -1.15159, -4.94564], [6.02413, -0.33229, -3.58118], [6.49016, -1.99379, -3.83689], [0.54477, -0.88080, -5.45489], [0.46386, -1.93105, -4.10617], [0.39982, -2.60175, -5.75786], [2.92532, 0.20210, -4.17346]], "forces_ev_per_angstrom": [[-0.1, -0.2, 0.0], [2.5, -1.3, 0.8], [-2.5, 6.7, -6.9], [0.2, 0.5, 1.7], [1.1, -0.9, 0.6], [0.2, -0.8, -0.1], [-3.9, -10.3, 4.5], [1.9, 1.8, -0.3], [0.7, 3.4, -0.1], [0.2, 0.9, -0.1], [3.5, 1.2, -5.7], [2.6, -2.9, -3.7], [-2.4, 1.9, 1.1], [-0.2, -0.2, 1.0], [-0.7, -0.1, -1.4], [-1.7, 1.3, 7.6], [0.3, -0.4, -0.4], [0.4, -0.2, 0.6], [-1.7, -0.3, 1.0], [0.5, 0.6, -1.4], [-2.0, 0.1, 2.2], [0.5, 0.0, -0.1], [1.4, -0.1, 0.1], [-0.5, 1.1, -2.7], [0.2, -0.3, 2.2], [-1.2, -2.0, -0.7], [0.1, 0.7, 0.8], [0.9, -0.8, 0.0], [1.6, 1.2, 0.4], [-2.1, 0.4, -0.3], [0.8, -0.1, -0.2], [-0.1, 0.2, 0.2], [-0.8, -0.8, 0.6], [0.0, 0.0, -0.2], [0.5, 0.0, -0.1], [0.0, 0.2, 0.0], [-0.1, 0.1, 0.1], [-0.5, -0.6, 0.2], [-0.6, 0.1, 0.0], [-0.1, -0.4, 0.3], [0.1, -0.3, 0.4], [0.3, 0.1, 0.3], [0.0, -0.1, -0.5], [-0.6, -1.2, 0.3], [0.0, 0.7, -1.0], [0.2, 0.4, -0.1], [0.5, 0.1, 0.5], [0.1, -0.4, -0.1], [0.9, 1.2, -1.0], [-0.8, -2.5, 0.4], [-1.6, 1.0, -1.1], [0.8, 1.6, -1.1], [0.2, 0.0, 2.4], [0.4, 0.4, -1.2], [0.8, -2.6, 0.7], [0.5, -1.6, 1.9], [0.5, -0.9, -1.3], [-1.7, 0.4, -0.9], [-1.3, 0.7, -0.7], [1.1, 0.7, 1.0], [0.5, 0.4, -0.1], [-0.2, -0.1, 0.1], [-0.2, 0.3, 0.2], [-0.1, 0.4, 0.1], [-1.2, 0.2, -0.3], [0.6, -0.4, 0.2], [0.4, -0.1, -0.5], [0.4, 0.5, 0.1], [-0.9, 0.0, -0.4], [0.6, 0.6, -0.3], [0.6, -0.2, 0.6], [-0.2, 0.1, 0.1], [0.5, -0.2, -0.2], [-0.3, 0.1, 0.4], [-0.3, -0.1, 0.0], [0.4, 0.1, -0.2], [-0.1, -0.4, 0.0], [0.4, -0.1, 0.0], [-0.2, 1.5, 0.0]], "e_homo_ev": -6.85, "total_charge": -1, "e_above_lowest_kcal_mol": 153.6, "homo_lumo_gap_ev": 6.590, "e_tot_ev": -100576.141}

***

Record 3
{"formula": "C5H7ClO2", "method": "ωB97M-V/def2-TZVPD", "elements": ["C", "C", "C", "C", "C", "H", "H", "H", "H", "H", "H", "H", "O", "O", "Cl"], "positions_angstrom": [[-0.27732, 1.08491, 1.68864], [-0.40475, 0.61470, 0.21200], [0.93921, -0.76826, -1.19184], [1.02956, -2.04978, -1.49878], [-1.21117, 1.10909, -0.78175], [0.04514, -0.92155, 2.23263], [0.74148, 1.46219, 1.77495], [-1.00834, 1.86905, 1.96826], [1.26273, 0.08984, -1.73067], [1.69937, -2.33621, -2.29734], [0.62840, -2.80217, -0.79147], [-1.23248, 0.73049, -1.78020], [-0.43862, -0.06344, 2.61898], [0.43633, -0.45125, 0.06526], [-2.20955, 2.43239, -0.48866]], "forces_ev_per_angstrom": [[-0.4, -1.6, -0.3], [-1.2, 0.9, -0.1], [-0.7, -0.7, 1.3], [0.5, -0.2, 0.5], [2.2, -1.3, 2.0], [-1.5, 3.2, 1.0], [0.0, 0.2, 0.2], [0.4, -0.7, -0.2], [0.4, 0.4, -0.6], [-0.4, -0.2, -0.3], [0.4, 0.5, -0.7], [0.1, -0.3, -0.3], [1.3, -1.2, -2.0], [-0.2, 0.1, -0.6], [-0.8, 1.0, 0.1]], "e_homo_ev": -8.88, "e_above_lowest_kcal_mol": 51.5, "homo_lumo_gap_ev": 9.713, "e_tot_ev": -21913.489, "smiles": "C=CO/C(=C/Cl)CO"}

***

Record 4
{"formula": "C5H10IN2", "method": "ωB97M-V/def2-TZVPD", "elements": ["C", "C", "C", "C", "C", "N", "N", "I", "H", "H", "H", "H", "H", "H", "H", "H", "H", "H"], "positions_angstrom": [[-0.46458, -2.20869, -0.09264], [-0.70389, 0.95249, 0.85690], [0.07569, -1.04567, 0.06966], [-0.43774, 0.63576, -1.59033], [1.85351, -1.00599, 0.45323], [-0.41325, 0.23414, -0.15467], [-1.01312, 2.18926, 0.90049], [2.64328, 0.95158, 0.51645], [-1.45270, -2.35582, -0.25011], [0.24857, -3.04198, -0.03940], [-0.73306, 0.41917, 1.86291], [-0.96559, -0.23918, -2.13713], [-0.99769, 1.46199, -1.49848], [0.56809, 0.73994, -1.90918], [2.20999, -1.70418, -0.41541], [1.89561, -1.47248, 1.46888], [-1.25307, 2.63275, 1.85131], [-1.06006, 2.85690, 0.10751]], "forces_ev_per_angstrom": [[2.7, -0.8, 0.5], [-0.1, -1.7, 2.9], [5.3, 0.5, 1.1], [-0.2, -4.4, 1.0], [-3.3, -2.1, -1.5], [-0.5, -1.3, -1.7], [-1.5, 4.6, 1.5], [0.1, -0.4, -0.1], [-3.0, -0.6, -0.7], [-0.7, 0.1, 0.2], [0.3, 0.7, -1.5], [0.8, 1.8, 0.7], [-1.9, 3.3, -1.2], [0.8, 0.4, -0.5], [0.0, 1.6, 1.9], [0.3, 0.4, -1.1], [0.6, -1.1, -2.2], [0.2, -1.0, 0.8]], "e_homo_ev": -13.14, "total_charge": 1, "e_above_lowest_kcal_mol": 49.0, "homo_lumo_gap_ev": 9.989, "e_tot_ev": -16419.189, "smiles": "C=C(CI)N(C)C=[NH2+]"}

***

Record 5
{"formula": "C5H8N2", "method": "ωB97M-V/def2-TZVPD", "elements": ["C", "C", "C", "C", "N", "N", "C", "H", "H", "H", "H", "H", "H", "H", "H"], "positions_angstrom": [[0.29871, 1.73715, 0.11355], [-0.11970, 0.45708, -0.58254], [0.36053, -0.98688, 0.53742], [1.55709, -0.39616, 0.37589], [2.73682, -0.05548, 0.30086], [-0.88169, -0.26226, 0.39759], [-1.88773, -1.10184, -0.25807], [0.42814, 1.64875, 1.19768], [1.14873, 2.23725, -0.35497], [-0.57299, 2.38628, -0.01051], [3.01609, 0.26971, -0.63663], [0.35464, -2.03891, 0.22894], [-1.45602, -1.60457, -1.12704], [-2.68564, -0.44486, -0.61082], [-2.29698, -1.84527, 0.42866]], "forces_ev_per_angstrom": [[0.1, 0.1, 0.0], [-0.4, 0.8, -0.5], [0.4, -0.3, -0.2], [0.9, -0.2, 0.0], [-0.9, -0.1, 0.0], [0.0, 0.0, 0.3], [-0.1, -0.2, -0.1], [0.1, 0.0, 0.0], [0.0, -0.1, 0.1], [-0.2, -0.1, -0.2], [-0.1, -0.3, 0.4], [0.0, 0.4, 0.0], [-0.1, -0.1, -0.1], [0.1, -0.1, 0.2], [0.0, 0.1, 0.1]], "e_homo_ev": -8.21, "e_above_lowest_kcal_mol": 135.2, "homo_lumo_gap_ev": 8.672, "e_tot_ev": -8289.131}

***

Record 6
{"formula": "BF4H18O9", "method": "ωB97M-V/def2-TZVPD", "elements": ["B", "F", "F", "F", "F", "O", "H", "H", "O", "H", "H", "O", "H", "H", "O", "H", "H", "O", "H", "H", "O", "H", "H", "O", "H", "H", "O", "H", "H", "O", "H", "H"], "positions_angstrom": [[-0.41892, -0.91234, 1.10882], [0.36824, -0.77263, -0.03737], [-0.89654, 0.34523, 1.42445], [-1.38869, -1.88007, 0.83357], [0.42691, -1.46855, 2.03352], [-4.10663, -0.78329, 4.81487], [-3.76723, -0.68614, 3.92514], [-3.62153, -0.13756, 5.32862], [5.42262, 2.14158, 2.01951], [4.86770, 1.53491, 2.50966], [5.40531, 2.94997, 2.53182], [2.97977, -3.68024, -4.49107], [3.68783, -4.11813, -4.96345], [3.08775, -2.75294, -4.70249], [-6.09762, -0.74095, -1.16702], [-6.08601, -1.38682, -1.87338], [-5.26816, -0.87261, -0.70778], [-0.60397, 3.16427, -2.71298], [-0.42098, 2.45648, -2.09510], [-1.27578, 3.69203, -2.28127], [-1.98165, 5.25926, 3.46605], [-1.77920, 4.41899, 3.05472], [-2.40849, 5.76745, 2.77628], [-1.57994, -4.86973, -3.26000], [-1.80663, -4.36727, -2.47746], [-0.71439, -4.54660, -3.51030], [3.44087, -4.36338, 0.00971], [3.19031, -3.54919, 0.44620], [3.21780, -4.22099, -0.91019], [2.69947, 5.18118, -0.40742], [2.17022, 4.52769, -0.86468], [3.25753, 4.67040, 0.17902]], "forces_ev_per_angstrom": [[0.8, -0.9, -1.2], [0.4, 0.4, -1.4], [-0.7, 0.4, 0.7], [-1.2, 0.1, 0.0], [0.6, 0.0, 1.8], [-0.3, -0.1, 0.2], [0.2, 0.0, -0.3], [0.1, 0.1, 0.1], [0.2, 0.1, -0.2], [-0.2, -0.2, 0.1], [0.0, 0.2, 0.1], [-0.2, -0.1, 0.1], [0.2, -0.2, -0.1], [0.0, 0.3, 0.0], [-0.3, 0.2, 0.0], [0.0, -0.1, -0.2], [0.3, 0.0, 0.2], [0.2, 0.2, -0.2], [0.0, -0.4, 0.2], [-0.2, 0.1, 0.1], [0.0, 0.1, 0.2], [0.1, -0.3, -0.1], [-0.1, 0.1, -0.2], [-0.2, -0.2, -0.2], [0.0, 0.2, 0.3], [0.3, 0.1, 0.0], [0.3, -0.3, 0.1], [-0.2, 0.2, 0.2], [-0.1, 0.1, -0.2], [0.0, 0.3, 0.0], [-0.2, -0.2, -0.2], [0.1, -0.2, 0.1]], "e_homo_ev": -8.00, "total_charge": -1, "e_above_lowest_kcal_mol": 43.8, "homo_lumo_gap_ev": 10.338, "e_tot_ev": -30274.508}